(1)
Below is a 2-piece molecular cluster, C4H3F3NP overall in a non-equilibrium geometry, with properties calculated with the ωB97M-V functional and the def2-TZVPD basis.

Values from the calculation:
- HOMO energy (spin up / spin down) (eV) = -9.31 / -9.31
- maximum force (eV/A) = 3.65
- energy relative to the best compared isomer or geometry (same formula, charge and spin) (eV) = 1.0562
- DFT total energy (Ha) = -849.75532

```
12
Properties=species:S:1:pos:R:3:forces:R:3
C -0.72873 1.11435 0.12211 0.2 -0.7 0.1
C 0.09074 2.27496 0.38014 0.8 0.3 0.1
C 0.08136 0.04931 0.15801 -0.9 -3.2 -1.4
C -0.56897 -2.38592 -0.73426 0.3 2.5 1.1
N 1.36528 2.09996 0.51145 -0.1 1.2 0.1
F -0.10877 -2.52991 -1.96412 -0.2 0.0 0.6
F -0.04229 -3.27527 0.09367 -0.3 0.4 -0.5
F -1.89680 -2.43074 -0.70446 0.8 -0.1 -0.1
P 1.81138 0.51124 0.16534 -0.3 -0.2 -0.4
H -1.79543 1.14574 0.00755 -0.2 -0.1 -0.1
H -0.32715 3.26611 0.48955 -0.1 0.2 0.0
H 2.11937 0.16016 1.47502 0.2 -0.3 0.4
```
Forces are in eV/Å.

natural (NBO) population analysis, charges in e, atoms 1 to 6:
1. C -0.41
2. C 0.08
3. C -0.30
4. C 1.07
5. N -0.71
6. F -0.31


(2)
Below is C41H40AlNO4STe as an isolated structure, with properties calculated with the ωB97M-V functional and the def2-TZVPD basis.

Values from the calculation:
- HOMO energy (eV) = -7.08
- maximum force (eV/A) = 0.55
- energy relative to the best compared isomer or geometry (same formula, charge and spin) (eV) = 0.1753
- DFT total energy (Ha) = -2850.86518

```
89
Properties=species:S:1:pos:R:3:forces:R:3
Al -0.24899 0.45764 -0.36268 0.1 -0.4 0.3
O -0.62723 1.79034 0.65731 -0.1 0.2 0.0
C -0.27850 2.42042 1.84401 0.0 -0.1 0.0
C 0.29271 1.35778 2.80499 0.0 0.0 0.1
C 1.49737 0.64612 2.26718 0.0 -0.1 0.0
C 2.69254 0.71762 2.96709 0.0 0.0 0.0
C 3.81165 0.06548 2.48728 0.0 0.0 0.0
C 3.70362 -0.63388 1.30417 0.0 0.0 0.0
C 2.48655 -0.66107 0.63713 0.0 0.0 0.0
C 2.40746 -1.28924 -0.71562 0.0 0.0 0.0
C 2.21676 -0.17997 -1.77769 -0.1 0.0 -0.1
O 0.99038 0.43195 -1.55445 0.0 0.1 0.0
C 3.35515 0.83463 -1.62507 0.0 0.0 0.0
C 4.65879 0.48811 -1.97199 0.0 0.0 0.0
C 5.70832 1.36166 -1.73492 0.0 0.0 0.0
C 5.46652 2.59894 -1.15012 0.0 0.0 0.0
C 4.16857 2.95677 -0.81999 0.0 0.0 0.0
C 3.11786 2.07903 -1.05859 0.0 0.0 0.0
C 2.21655 -0.74630 -3.19891 -0.1 0.0 0.0
C 1.64272 0.03865 -4.19846 0.0 0.0 0.0
C 1.59479 -0.40731 -5.50701 0.0 0.0 0.0
C 2.12433 -1.64892 -5.84456 0.0 0.0 0.0
C 2.70544 -2.42987 -4.86133 0.0 0.0 0.0
C 2.75130 -1.97922 -3.54478 0.0 0.0 0.0
N 1.38820 -0.04963 1.11681 0.0 0.1 -0.1
C -1.53856 3.01950 2.48593 0.0 0.0 0.0
C -1.47769 3.65844 3.72169 0.0 0.0 0.0
C -2.61827 4.19356 4.29853 0.0 0.0 0.0
C -3.83885 4.10508 3.64155 0.0 0.0 0.0
C -3.90323 3.48148 2.40580 0.0 0.0 0.0
C -2.75999 2.94192 1.82825 0.0 0.0 0.0
C 0.69859 3.56430 1.55904 0.0 0.0 0.0
C 0.53969 4.27876 0.37548 0.0 0.0 0.0
C 1.35979 5.35755 0.08791 0.0 0.0 0.0
C 2.35174 5.74364 0.98055 0.0 0.0 0.0
C 2.51371 5.04063 2.16385 0.0 0.0 0.0
C 1.68856 3.96012 2.45122 0.0 0.0 0.0
H -0.50627 0.64004 2.98962 0.0 0.0 0.0
H 0.54172 1.79241 3.77211 0.0 0.0 0.0
H 2.73202 1.28900 3.88384 0.0 0.0 0.0
H 4.75297 0.11668 3.01878 0.0 0.0 0.0
H 4.55466 -1.13684 0.86708 0.0 0.0 0.0
H 1.55416 -1.95887 -0.80529 -0.1 -0.1 0.0
H 3.32167 -1.85417 -0.88996 0.0 0.0 0.0
H 4.85428 -0.46974 -2.44160 0.0 0.0 0.0
H 6.71612 1.07946 -2.01289 0.0 0.0 0.0
H 6.28594 3.28146 -0.96386 0.0 0.0 0.0
H 3.95970 3.91983 -0.37146 0.0 0.0 0.0
H 2.10643 2.36666 -0.80527 0.0 0.0 0.0
H 1.21284 0.99375 -3.92811 0.0 0.0 0.0
H 1.13689 0.21189 -6.26787 0.0 0.0 0.0
H 2.08352 -1.99987 -6.86760 0.0 0.0 0.0
H 3.12278 -3.39761 -5.11045 0.0 0.0 0.0
H 3.20149 -2.61728 -2.79570 0.0 0.0 0.0
H -0.52950 3.76014 4.23677 0.0 0.0 0.0
H -2.55321 4.68782 5.25958 0.0 0.0 0.0
H -4.72973 4.52692 4.08857 0.0 0.0 0.0
H -4.84770 3.41562 1.87967 0.0 0.0 0.0
H -2.80449 2.46356 0.85813 0.0 0.0 0.0
H -0.23584 3.98447 -0.31798 -0.1 0.0 -0.1
H 1.21743 5.89931 -0.83883 0.0 0.0 0.0
H 2.99262 6.58667 0.75522 0.0 0.0 0.0
H 3.28370 5.32998 2.86809 0.0 0.0 0.0
H 1.83226 3.43071 3.38442 0.0 0.0 0.0
C -2.20734 -0.73820 1.73300 -0.1 0.0 0.0
O -1.29154 -1.28593 0.76539 0.0 0.2 -0.1
C -1.86528 -2.47738 0.21566 0.0 -0.1 0.0
C -0.91629 -3.16032 -0.72985 0.0 0.0 0.0
O -0.56307 -2.25072 -1.74036 0.2 -0.1 0.0
C -0.79645 -2.70397 -3.06488 0.0 0.0 0.0
H -3.23289 -0.98819 1.45928 0.0 0.0 0.0
H -2.11497 0.34141 1.73149 0.0 0.0 0.0
H -1.97802 -1.15232 2.71706 0.0 0.0 0.0
H -2.78885 -2.21211 -0.31153 0.0 0.0 0.0
H -2.11713 -3.15015 1.04246 0.0 0.0 0.0
H -1.42812 -4.03651 -1.14146 0.0 0.0 0.0
H -0.02029 -3.51226 -0.20345 0.0 0.0 0.0
H -1.85162 -2.96105 -3.20201 0.0 0.0 0.0
H -0.17110 -3.57086 -3.29740 0.0 0.0 0.0
H -0.54042 -1.88490 -3.73076 0.0 0.0 0.0
Te -2.43834 0.56059 -1.81752 0.0 0.1 -0.1
C -2.02633 2.54857 -2.37244 -0.1 0.0 0.0
C -2.65645 3.69468 -1.97848 0.0 0.0 0.0
C -2.11547 4.86832 -2.57692 0.0 0.0 0.0
C -1.08594 4.59391 -3.42394 0.0 0.0 0.0
S -0.77830 2.91180 -3.49704 0.0 0.0 0.1
H -3.48249 3.69918 -1.28186 0.0 0.0 0.0
H -2.47998 5.86707 -2.38353 0.0 0.0 0.0
H -0.50480 5.28920 -4.00823 0.0 0.0 0.0
```
Forces are in eV/Å.

Mulliken population analysis, charges in e, atoms 1 to 6:
1. Al -1.67
2. O 0.47
3. C 2.32
4. C -1.48
5. C 0.45
6. C -1.05